28
Properties=species:S:1:pos:R:3:forces:R:3 method="wB97M-V/def2-TZVPD" energy_ev=-58625.21429 relative_energy_kcal_mol=151.67 e_homo_ev=-11.46 orbital_gap_ha=0.3286
F -12.63326 21.52481 11.07107 -1.4 -1.1 -1.0
F -17.34781 20.80262 11.50437 -3.3 1.3 -0.8
F -19.23264 19.91864 12.57534 0.2 0.0 -0.9
P -13.72364 21.50367 9.78473 3.8 5.5 -1.1
O -14.59875 18.74683 11.12245 3.8 -11.7 -5.7
H -14.22144 18.23329 8.55673 -0.1 0.1 0.4
H -15.60598 16.76334 12.17006 -0.8 0.3 0.3
C -13.95545 17.44032 9.25570 -0.5 -1.0 0.2
F -19.15567 22.19454 11.82148 1.1 -1.4 1.2
P -18.27493 21.18137 12.82171 -3.3 2.4 1.0
F -17.31915 22.38439 13.31635 0.2 -0.3 -1.1
C -16.22369 15.61982 10.42808 0.5 0.5 0.8
H -16.65744 14.81805 11.02568 0.2 0.1 0.0
Rb -15.46178 20.06482 12.31632 -2.7 0.9 16.2
H -14.16487 16.47756 8.78949 0.2 0.0 0.2
C -14.58850 17.64526 10.60164 1.1 3.1 -1.1
F -17.30594 20.18274 13.69857 -1.9 -0.1 1.5
F -13.31641 20.01964 9.30209 0.1 -0.2 0.6
N -15.18641 16.40044 11.32603 -1.2 0.2 -0.9
H -15.69094 15.22549 9.56277 -0.1 0.1 0.3
F -14.09724 23.07087 10.15966 0.1 -1.1 0.6
H -12.89269 17.55803 9.46732 0.2 0.0 -0.2
F -19.27658 21.57135 14.09747 1.1 -0.6 -0.9
F -14.86493 20.96198 10.75183 3.1 5.2 -8.7
F -14.72031 21.65620 8.58954 -1.1 -0.9 -1.0
H -17.02190 16.30310 10.13806 0.3 0.1 0.0
H -14.51325 15.75988 11.72180 0.9 -0.4 -0.5
F -12.50601 22.10585 8.83513 -0.5 -0.8 0.6

=====

15
Properties=species:S:1:pos:R:3:forces:R:3 method="wB97M-V/def2-TZVPD" energy_ev=-9869.14107 relative_energy_kcal_mol=81.10 e_homo_ev=-10.31 orbital_gap_ha=0.3980
C -1.06498 0.38808 0.94256 1.3 2.7 -2.9
C 1.71818 -1.07506 -0.77082 2.2 -1.2 -1.6
H -0.34361 -1.44507 1.81567 -1.0 0.7 0.1
C -0.03742 0.61194 -0.26820 -1.5 -1.1 1.4
C 0.44433 -0.76212 -0.58880 -0.8 -0.5 -0.7
H 2.75113 -0.34276 -0.94627 -3.6 -2.2 1.0
H -2.07596 -0.47779 2.31043 2.0 -1.1 0.5
H 1.77433 -2.20736 -1.00687 0.8 2.0 0.3
C -0.65758 1.13710 -1.51536 -2.4 0.9 -4.2
H 0.84003 2.20451 0.43958 -0.8 1.7 0.7
H -0.45626 -1.47774 -0.71078 2.0 0.9 0.3
N -1.11877 1.42397 -2.57842 1.9 -1.0 4.5
H -1.74188 1.25129 1.00950 -0.2 -0.7 0.1
O 1.03633 1.37314 0.07984 2.2 -0.8 -0.3
C -1.06786 -0.60212 1.78793 -2.0 -0.4 0.8

=====

Copy entry 1 word for word.
28
Properties=species:S:1:pos:R:3:forces:R:3 method="wB97M-V/def2-TZVPD" energy_ev=-58625.21429 relative_energy_kcal_mol=151.67 e_homo_ev=-11.46 orbital_gap_ha=0.3286
F -12.63326 21.52481 11.07107 -1.4 -1.1 -1.0
F -17.34781 20.80262 11.50437 -3.3 1.3 -0.8
F -19.23264 19.91864 12.57534 0.2 0.0 -0.9
P -13.72364 21.50367 9.78473 3.8 5.5 -1.1
O -14.59875 18.74683 11.12245 3.8 -11.7 -5.7
H -14.22144 18.23329 8.55673 -0.1 0.1 0.4
H -15.60598 16.76334 12.17006 -0.8 0.3 0.3
C -13.95545 17.44032 9.25570 -0.5 -1.0 0.2
F -19.15567 22.19454 11.82148 1.1 -1.4 1.2
P -18.27493 21.18137 12.82171 -3.3 2.4 1.0
F -17.31915 22.38439 13.31635 0.2 -0.3 -1.1
C -16.22369 15.61982 10.42808 0.5 0.5 0.8
H -16.65744 14.81805 11.02568 0.2 0.1 0.0
Rb -15.46178 20.06482 12.31632 -2.7 0.9 16.2
H -14.16487 16.47756 8.78949 0.2 0.0 0.2
C -14.58850 17.64526 10.60164 1.1 3.1 -1.1
F -17.30594 20.18274 13.69857 -1.9 -0.1 1.5
F -13.31641 20.01964 9.30209 0.1 -0.2 0.6
N -15.18641 16.40044 11.32603 -1.2 0.2 -0.9
H -15.69094 15.22549 9.56277 -0.1 0.1 0.3
F -14.09724 23.07087 10.15966 0.1 -1.1 0.6
H -12.89269 17.55803 9.46732 0.2 0.0 -0.2
F -19.27658 21.57135 14.09747 1.1 -0.6 -0.9
F -14.86493 20.96198 10.75183 3.1 5.2 -8.7
F -14.72031 21.65620 8.58954 -1.1 -0.9 -1.0
H -17.02190 16.30310 10.13806 0.3 0.1 0.0
H -14.51325 15.75988 11.72180 0.9 -0.4 -0.5
F -12.50601 22.10585 8.83513 -0.5 -0.8 0.6